(1)
Below is 2 unconnected molecules or ions with the total composition C18H25IN3O2, with properties calculated with the ωB97M-V functional and the def2-TZVPD basis.

Bonds (Å) are listed after each position.
CARTESIAN COORDINATES (ANGSTROEM)
1 C -1.36278 1.70511 1.52510  C2 1.533, H11 1.091, H12 1.087, H13 1.090
2 C -1.65428 2.84023 2.51357  C1 1.533, O3 1.400, H14 1.095, H15 1.087
3 O -3.03215 3.02853 2.67720  C2 1.400, C4 1.405
4 C -3.64288 3.58523 1.54099  O3 1.405, C5 1.523, H16 1.094, H17 1.094
5 C -5.15885 3.49861 1.66107  C4 1.523, N6 1.418, H18 1.103, H19 1.104
6 N -5.57340 2.27941 2.25588  C5 1.418, C7 1.411
7 C -6.91415 1.94769 1.96766  N6 1.411, C8 1.542, H20 1.093, H21 1.093
8 C -6.81994 0.87686 0.86154  C7 1.542, O9 1.183, I10 2.161
9 O -6.99910 1.08437 -0.28908  C8 1.183
10 I -6.12367 -1.04219 1.57066  C8 2.161
11 H -0.52159 1.11919 1.89873  C1 1.091
12 H -2.20877 1.03152 1.41789  C1 1.087
13 H -1.04615 2.10344 0.56170  C1 1.090
14 H -1.14119 3.75479 2.19794  C2 1.095
15 H -1.25211 2.57889 3.48885  C2 1.087
16 H -3.36678 3.03296 0.63752  C4 1.094
17 H -3.34014 4.63195 1.43876  C4 1.094
18 H -5.58244 3.59353 0.64710  C5 1.103
19 H -5.55495 4.36638 2.21599  C5 1.104
20 H -7.51782 2.76754 1.57006  C7 1.093
21 H -7.40303 1.48975 2.83127  C7 1.093
22 C -1.58669 -0.18357 -1.81107  N23 1.465, H36 1.089, H37 1.089, H38 1.085
23 N -0.19926 -0.62799 -1.65839  C22 1.465, C24 1.361, C28 1.358
24 C 0.15410 -1.26529 -0.50904  N23 1.361, C25 1.362, H39 1.080
25 C 1.42359 -1.71731 -0.31463  C24 1.362, C26 1.411, H40 1.081
26 C 2.40266 -1.54293 -1.31515  C25 1.411, C27 1.414, C29 1.445
27 C 2.00583 -0.86737 -2.49186  C26 1.414, C28 1.363, H41 1.080
28 C 0.72472 -0.42490 -2.63307  N23 1.358, C27 1.363, H42 1.079
29 C 3.74733 -2.04766 -1.15595  C26 1.445, C30 1.412, C34 1.412
30 C 4.39077 -2.76340 -2.18904  C29 1.412, C31 1.364, H43 1.080
31 C 5.67132 -3.20372 -2.02904  C30 1.364, N32 1.356, H44 1.079
32 N 6.35979 -2.96372 -0.88557  C31 1.356, C33 1.358, C35 1.469
33 C 5.76473 -2.29003 0.13303  N32 1.358, C34 1.362, H45 1.080
34 C 4.48538 -1.83526 0.02838  C29 1.412, C33 1.362, H46 1.081
35 C 7.75215 -3.40718 -0.73341  N32 1.469, H47 1.088, H48 1.088, H49 1.084
36 H -1.83128 0.47254 -0.97765  C22 1.089
37 H -2.24292 -1.05227 -1.80783  C22 1.089
38 H -1.70377 0.35614 -2.74454  C22 1.085
39 H -0.62593 -1.39568 0.22654  C24 1.080
40 H 1.65617 -2.22935 0.60818  C25 1.081
41 H 2.71203 -0.67673 -3.28702  C27 1.080
42 H 0.39329 0.10547 -3.51253  C28 1.079
43 H 3.87604 -2.98552 -3.11245  C30 1.080
44 H 6.18606 -3.76192 -2.79604  C31 1.079
45 H 6.36551 -2.12730 1.01556  C33 1.080
46 H 4.05786 -1.29079 0.85802  C34 1.081
47 H 7.83399 -4.04753 0.14191  C35 1.088
48 H 8.39638 -2.53759 -0.62095  C35 1.088
49 H 8.04634 -3.96293 -1.61686  C35 1.084

## Properties
- HOMO energy: -7.16 eV
- Charge: +1

Results of the Mulliken charge analysis, in e, for atoms 1 through 6: number 1, C, carries -1.0340; number 2, C, carries -0.5425; number 3, O, carries -0.3414; number 4, C, carries -0.4703; number 5, C, carries -0.5495; number 6, N, carries -0.2681

---

(2)
Below is C18H25N3O3 in the gas phase, with properties calculated with the ωB97M-V functional and the def2-TZVPD basis.

Bonds (Å) are listed after each position.
CARTESIAN COORDINATES (ANGSTROEM)
1 C 4.29594 2.36822 -2.48751  C2 1.527, H25 1.086, H26 1.087, H27 1.086
2 C 2.83843 2.51790 -2.05741  C1 1.527, N3 1.454, H28 1.104, H29 1.093
3 N 2.50950 1.64205 -0.94493  C2 1.454, C4 1.457, C6 1.444
4 C 3.04733 2.13629 0.31602  N3 1.457, C5 1.524, H30 1.093, H31 1.105
5 C 2.74503 1.23459 1.50665  C4 1.524, H32 1.088, H33 1.087, H34 1.087
6 C 1.11799 1.25742 -0.90755  N3 1.444, C7 1.547, H35 1.092, H36 1.095
7 C 0.10498 2.38419 -0.59482  C6 1.547, N8 1.443, H37 1.092, H38 1.091
8 N -1.18575 1.83068 -0.26254  C7 1.443, C9 1.348, H39 1.009
9 C -1.49935 1.49566 1.00540  N8 1.348, O10 1.212, C11 1.531
10 O -0.83814 1.80966 1.97183  C9 1.212
11 C -2.77085 0.64872 1.10143  C9 1.531, C12 1.490, H40 1.088, H41 1.091
12 C -2.40028 -0.73892 0.70469  C11 1.490, C13 1.392, C24 1.418
13 C -2.63400 -1.42282 -0.48520  C12 1.392, C14 1.450, N17 1.387
14 C -3.33211 -0.96720 -1.67136  C13 1.450, O15 1.212, O16 1.358
15 O -3.76281 -1.65451 -2.57200  C14 1.212
16 O -3.47646 0.38207 -1.72522  C14 1.358, H42 0.970
17 N -2.11677 -2.70537 -0.38550  C13 1.387, C18 1.438, C19 1.358
18 C -2.11588 -3.74041 -1.38413  N17 1.438, H43 1.093, H44 1.086, H45 1.092
19 C -1.52377 -2.83715 0.82956  N17 1.358, C20 1.395, C24 1.416
20 C -0.84199 -3.91987 1.38453  C19 1.395, C21 1.375, H46 1.079
21 C -0.32734 -3.76603 2.65041  C20 1.375, C22 1.402, H47 1.080
22 C -0.47066 -2.56720 3.36365  C21 1.402, C23 1.373, H48 1.080
23 C -1.14254 -1.49562 2.83042  C22 1.373, C24 1.399, H49 1.078
24 C -1.68214 -1.62573 1.54603  C12 1.418, C19 1.416, C23 1.399
25 H 4.97446 2.78859 -1.75091  C1 1.086
26 H 4.45529 2.88558 -3.43043  C1 1.087
27 H 4.53220 1.31582 -2.61758  C1 1.086
28 H 2.63437 3.57698 -1.82128  C2 1.104
29 H 2.20333 2.23506 -2.90069  C2 1.093
30 H 4.13153 2.18766 0.18807  C4 1.093
31 H 2.69352 3.15985 0.53430  C4 1.105
32 H 3.36180 1.54032 2.34857  C5 1.088
33 H 1.70419 1.30379 1.81242  C5 1.087
34 H 2.97979 0.20109 1.26426  C5 1.087
35 H 1.00063 0.48309 -0.14635  C6 1.092
36 H 0.87022 0.80860 -1.87538  C6 1.095
37 H 0.00013 3.06565 -1.44212  C7 1.092
38 H 0.44118 2.94315 0.28033  C7 1.091
39 H -1.74215 1.43807 -1.00685  N8 1.009
40 H -3.54627 1.05835 0.45803  C11 1.088
41 H -3.10508 0.65563 2.13951  C11 1.091
42 H -3.98718 0.60528 -2.51954  O16 0.970
43 H -1.09466 -3.94538 -1.71600  C18 1.093
44 H -2.71680 -3.42947 -2.23378  C18 1.086
45 H -2.53994 -4.65518 -0.96563  C18 1.092
46 H -0.71992 -4.84398 0.84083  C20 1.079
47 H 0.20603 -4.58563 3.10906  C21 1.080
48 H -0.03833 -2.49376 4.35016  C22 1.080
49 H -1.23672 -0.56576 3.36854  C23 1.078

## Properties
- HOMO energy: -8.04 eV
- Energy above the lowest of the compared OMol25 structures with the same formula, charge and spin: 26.01 kcal/mol
- Structure (SMILES): CCN(CC)CCNC(=O)Cc1c(C(=O)O)n(C)c2ccccc12

Results of the Mulliken charge analysis, in e, for atoms 1 through 6: number 1, C, carries -1.3785; number 2, C, carries -0.4817; number 3, N, carries 0.1925; number 4, C, carries -0.2909; number 5, C, carries -1.3323; number 6, C, carries -1.0125